# 1
Formula: C4H10N2O
Source: the OMol25 dataset
Level of theory: the ωB97M-V functional and the def2-TZVPD basis

```
! wB97M-V def2-TZVPD RIJCOSX def2/J DEFGRID3
* xyz 0 1
C 1.052 0.102 -2.247
C 0.133 -0.299 -1.088
N 0.173 -1.693 -0.823
C 0.693 0.604 0.167
C -0.368 0.677 1.223
N -0.681 -0.547 1.752
O -1.050 1.645 1.522
H 2.112 -0.045 -2.024
H 0.785 -0.690 -3.076
H 1.067 1.085 -2.704
H -0.887 -0.019 -1.347
H 0.593 -2.409 -1.395
H -0.713 -1.995 -0.468
H 0.630 1.608 -0.285
H 1.662 0.104 0.382
H -1.559 -0.342 2.220
H -0.526 -1.454 1.359
*
```

Its HOMO-LUMO gap is 0.3776 Eh. The value obtained for the energy above the lowest of the compared OMol25 structures with the same formula, charge and spin is 1.512 eV. The calculation puts the electronic energy at -9337.4756 eV. Its SMILES is C[C@@H](N)CC(N)=O.


# 2
Formula: C4H10N2O
Source: the OMol25 dataset
Level of theory: the ωB97M-V functional and the def2-TZVPD basis

```
! wB97M-V def2-TZVPD RIJCOSX def2/J DEFGRID3
* xyz 0 1
N -0.784 0.952 1.709
C -0.875 1.258 0.248
C -1.133 -0.062 -0.571
C -0.120 -1.140 -0.178
C 1.283 -0.496 -0.039
N 2.022 -0.656 -1.239
O 1.762 0.061 0.941
H -1.622 1.199 2.276
H 0.031 0.635 2.152
H 0.145 1.484 -0.162
H -1.838 1.916 0.157
H -0.881 0.094 -1.667
H -2.142 -0.530 -0.372
H -0.194 -2.022 -0.800
H -0.391 -1.435 0.860
H 2.991 -0.295 -1.219
H 1.745 -0.963 -2.095
*
```

Its HOMO-LUMO gap is 0.3406 Eh. The value obtained for the energy above the lowest of the compared OMol25 structures with the same formula, charge and spin is 1.745 eV. The calculation puts the electronic energy at -9337.2427 eV. Its SMILES is NCCCC(N)=O.


Repeat the second record exactly.
Formula: C4H10N2O
Source: the OMol25 dataset
Level of theory: the ωB97M-V functional and the def2-TZVPD basis

```
! wB97M-V def2-TZVPD RIJCOSX def2/J DEFGRID3
* xyz 0 1
N -0.784 0.952 1.709
C -0.875 1.258 0.248
C -1.133 -0.062 -0.571
C -0.120 -1.140 -0.178
C 1.283 -0.496 -0.039
N 2.022 -0.656 -1.239
O 1.762 0.061 0.941
H -1.622 1.199 2.276
H 0.031 0.635 2.152
H 0.145 1.484 -0.162
H -1.838 1.916 0.157
H -0.881 0.094 -1.667
H -2.142 -0.530 -0.372
H -0.194 -2.022 -0.800
H -0.391 -1.435 0.860
H 2.991 -0.295 -1.219
H 1.745 -0.963 -2.095
*
```

Its HOMO-LUMO gap is 0.3406 Eh. The value obtained for the energy above the lowest of the compared OMol25 structures with the same formula, charge and spin is 1.745 eV. The calculation puts the electronic energy at -9337.2427 eV. Its SMILES is NCCCC(N)=O.